No. 1
DFT (the ωB97M-V functional and the def2-TZVPD basis) results for an isolated ion of composition C7H10NO3 and charge -1 in a non-equilibrium geometry.

Values from the calculation:
Frontier orbital gap (spin up / spin down) in eV: 6.3 / 6.3
HOMO (spin up / spin down) in eV: -2.6755 / -2.6750
Total charge: -1
Largest force on an atom in eV/A: 4.672

```
21
Properties=species:S:1:pos:R:3:forces:R:3:nbo_charge:R:1
C 2.75373 -0.98817 0.86637 1.3 -0.2 1.1 0.423
C 3.44723 -1.20860 3.37403 -0.9 2.0 0.3 1.001
C -0.18853 -0.00064 1.48815 -0.5 -1.2 0.6 -0.439
C 0.87960 0.56259 0.61630 -1.4 0.7 0.5 -0.240
C -0.51956 0.30470 0.09563 0.4 -0.6 -3.3 -0.120
C -0.60449 -0.94836 -0.82029 1.3 -0.4 -0.1 -0.625
C -1.35469 1.43128 -0.45501 -0.3 2.5 3.9 -0.590
N 1.97335 -0.19211 0.18279 0.1 -0.5 0.0 -0.511
O 4.59013 -1.16161 3.05222 1.5 -0.7 -0.4 -0.689
O 2.49478 -1.47890 2.02029 -2.0 -0.2 -0.2 -0.640
O 2.68525 -0.91976 4.25121 0.0 -0.9 0.3 -0.650
H 3.80647 -1.09063 0.64613 0.3 0.1 -1.2 0.141
H -0.33353 -1.10081 1.53105 0.5 0.7 1.0 0.191
H -0.58352 0.56840 2.32027 0.1 0.0 0.1 0.198
H 0.16245 -0.79367 -1.59054 -0.3 0.0 -0.5 0.176
H -1.49353 -1.34870 -1.31055 -0.6 0.9 0.1 0.194
H -0.21803 -1.85186 -0.35063 0.2 0.0 0.6 0.204
H -2.42553 1.20363 -0.13870 0.9 0.6 -0.7 0.183
H -1.27530 1.73319 -1.49134 0.2 -0.5 -0.3 0.196
H -0.97108 2.41363 0.20122 -1.3 -2.3 -1.7 0.203
H 2.25973 0.07993 -0.73788 0.6 -0.1 -0.1 0.395
```
Positions in Å, forces in eV/Å.

***

No. 2
DFT (the ωB97M-V functional and the def2-TZVPD basis) results for an isolated molecule of C7H10O in a non-equilibrium geometry.

Values from the calculation:
Frontier orbital gap in eV: 9.5
HOMO in eV: -8.7604
Largest force on an atom in eV/A: 1.473
SMILES: CC1([C@@H]2C=C2O)CC1

```
18
Properties=species:S:1:pos:R:3:forces:R:3:nbo_charge:R:1
C -0.14254 -1.52983 0.19095 -0.7 0.8 -0.4 -0.425
C -0.49405 -0.62103 1.32593 -0.2 0.1 0.2 -0.415
C -1.96241 0.23109 -0.62179 0.1 -0.3 0.0 -0.595
C 1.88789 0.75366 -0.06489 -0.7 0.4 -1.2 0.321
C -0.58911 -0.05697 -0.06465 0.6 -1.3 0.1 -0.073
C 1.72034 0.38106 -1.29921 0.3 0.2 1.2 -0.287
C 0.48266 0.87223 -0.56174 0.5 0.0 0.4 -0.244
O 2.70644 1.02283 0.95203 0.2 -0.1 0.2 -0.647
H 2.20791 1.40179 1.68749 0.0 -0.1 -0.2 0.491
H -0.84234 -2.29712 -0.10315 -0.2 -0.1 0.1 0.210
H 0.88894 -1.82667 0.07435 0.1 0.3 -0.2 0.222
H 0.30819 -0.29195 1.97269 0.1 0.0 0.0 0.199
H -1.41874 -0.80629 1.85594 -0.1 0.0 0.0 0.211
H 2.09921 -0.00351 -2.21324 0.1 -0.1 -0.4 0.224
H 0.08889 1.85252 -0.83670 0.0 0.1 0.1 0.181
H -2.34425 1.17529 -0.23278 0.0 0.1 0.0 0.207
H -1.93203 0.29856 -1.70832 0.0 0.0 -0.1 0.211
H -2.66501 -0.55566 -0.35291 -0.1 0.0 0.0 0.210
```
Positions in Å, forces in eV/Å.

***

No. 3
DFT (the ωB97M-V functional and the def2-TZVPD basis) results for an isolated molecule of C7H10O in a non-equilibrium geometry.

Values from the calculation:
Frontier orbital gap in eV: 10.4
HOMO in eV: -9.3166
Largest force on an atom in eV/A: 3.077
SMILES: C[C@]12C=C[C@H](CC1)O2

```
18
Properties=species:S:1:pos:R:3:forces:R:3:nbo_charge:R:1
C 1.60888 -1.10753 -1.16778 -0.7 0.2 -0.6 -0.619
C 0.59712 -0.27414 -0.40811 -0.6 -0.8 -0.1 0.204
C 1.04875 0.71930 0.69116 1.1 2.3 -1.7 -0.416
C -0.25455 1.05343 1.45460 -1.1 -0.6 -1.0 -0.426
C -1.17957 -0.06101 0.81852 1.7 0.3 -1.0 0.047
C -1.56190 0.49779 -0.56032 0.8 -0.5 0.3 -0.205
C -0.47398 0.31949 -1.31897 -0.7 0.2 1.2 -0.213
H 1.09301 -1.98546 -1.58318 0.0 0.3 0.1 0.229
H 1.94535 -0.50217 -2.02673 0.3 -0.3 0.4 0.213
H 2.41086 -1.49658 -0.57018 0.6 0.2 0.3 0.217
H 1.78711 0.17231 1.28081 -0.2 0.3 0.2 0.223
H 1.55900 1.62394 0.19843 -0.6 -1.1 1.0 0.207
H -0.82295 1.99214 1.27652 1.2 -0.2 0.0 0.210
H -0.18728 0.90426 2.51068 0.3 -0.1 0.7 0.214
H -1.89155 -0.48533 1.47926 -0.9 -0.2 0.3 0.205
H -2.46184 1.03761 -0.77167 -0.4 0.0 -0.2 0.216
H -0.37083 0.48728 -2.36326 0.2 0.5 -0.6 0.214
O -0.22117 -1.07900 0.43935 -0.8 -0.5 0.6 -0.521
```
Positions in Å, forces in eV/Å.

***

No. 4
DFT (the ωB97M-V functional and the def2-TZVPD basis) results for C7H10O as an isolated structure in a non-equilibrium geometry.

Values from the calculation:
Frontier orbital gap in eV: 5.7
HOMO in eV: -7.1963
Largest force on an atom in eV/A: 7.617

```
18
Properties=species:S:1:pos:R:3:forces:R:3:nbo_charge:R:1
C 0.96660 -0.72676 -0.69349 3.2 0.3 -2.5 -0.285
C -0.58307 -0.87440 -1.02463 2.4 -0.9 -0.8 0.110
C -1.41479 0.37418 -0.45181 -0.5 -1.9 -7.4 -0.447
C -0.82342 0.74472 0.70424 3.7 1.0 5.0 -0.326
C 0.12954 -0.23447 1.36143 -0.9 -3.6 4.9 -0.422
C 1.31551 0.39445 0.62069 1.9 -0.3 0.2 -0.317
C 0.42695 1.39358 0.23398 2.1 3.8 -0.4 0.160
H 1.55829 -1.60228 -0.30401 -1.3 0.5 0.0 0.240
H 1.75448 -0.39149 -1.57367 -2.3 -0.2 1.7 0.198
H -0.23542 -0.76553 -2.15941 -1.9 -0.3 0.8 0.156
H -2.36178 -0.02766 -0.57708 -2.2 -0.3 0.8 0.256
H -1.34920 1.35691 -0.95888 -0.8 -0.8 -1.5 0.185
H -1.49544 1.28030 1.33987 0.0 0.8 0.8 0.264
H -0.01615 -0.21541 2.51842 1.1 0.7 -1.7 0.231
H -0.05349 -1.34682 1.19870 0.1 1.5 -0.3 0.290
H 2.57508 0.27538 0.64754 -4.0 0.8 0.2 0.299
H 0.57646 2.43104 -0.32189 -0.3 -2.3 1.0 0.230
O -0.97015 -2.06574 -0.56000 -0.3 1.5 -0.9 -0.822
```
Positions in Å, forces in eV/Å.

***

No. 5
DFT (the ωB97M-V functional and the def2-TZVPD basis) results for an isolated molecule of C7H10O in a non-equilibrium geometry.

Values from the calculation:
Frontier orbital gap in eV: 9.9
HOMO in eV: -9.4370
Largest force on an atom in eV/A: 4.837
SMILES: CC1=CC[C@@H](C)C1=O

```
18
Properties=species:S:1:pos:R:3:forces:R:3:nbo_charge:R:1
C 2.21468 -0.82786 0.44700 -0.1 4.2 -2.4 -0.590
C 1.08261 -0.28520 -0.44391 0.3 2.2 -1.4 -0.302
C 0.79954 1.31251 -0.26603 0.6 -0.6 0.6 -0.426
C -0.67617 1.42282 -0.02450 1.2 -2.6 1.0 -0.114
C -1.24309 0.20402 0.04179 -1.9 -1.0 -0.2 -0.108
C -2.67725 -0.37890 0.15595 2.1 0.5 1.2 -0.654
C -0.26888 -0.90122 -0.22519 0.5 -1.0 -0.6 0.547
H 2.83663 -1.42466 -0.11977 1.4 -1.5 -0.7 0.220
H 2.72454 0.09063 0.76824 0.6 -0.3 -0.4 0.203
H 1.94104 -1.18961 1.33602 -1.6 -2.2 3.1 0.213
H 1.32370 -0.36618 -1.58652 -0.3 -0.3 2.1 0.236
H 1.41106 1.87662 0.54851 -0.9 -1.2 -1.4 0.213
H 0.91464 1.82373 -1.22055 0.8 0.1 -0.1 0.216
H -0.99930 2.37885 0.25498 -1.3 1.1 0.0 0.213
H -3.29579 0.06534 -0.57622 -0.8 0.0 -0.9 0.222
H -3.11020 -0.23450 1.13648 -0.1 0.4 0.3 0.218
H -2.48724 -1.45089 0.09381 -0.6 0.0 -0.6 0.252
O -0.49054 -2.11550 -0.32008 0.1 2.2 0.4 -0.560
```
Positions in Å, forces in eV/Å.

***

No. 6
DFT (the ωB97M-V functional and the def2-TZVPD basis) results for an isolated molecule of C7H10O in a non-equilibrium geometry.

Values from the calculation:
Frontier orbital gap in eV: 9.7
HOMO in eV: -8.6925
Largest force on an atom in eV/A: 7.077
SMILES: C1=C2CCO[C@H]2CC1

```
18
Properties=species:S:1:pos:R:3:forces:R:3:nbo_charge:R:1
C -1.04904 0.99183 1.65658 3.6 -1.5 2.4 -0.067
C -1.53085 -0.37641 0.92838 1.0 6.4 -2.9 -0.451
C -0.56839 -0.56499 -0.18792 0.1 -0.7 0.5 -0.012
C 0.04663 -1.57916 -0.84099 -4.0 -3.6 4.2 -0.182
C 1.27471 -1.19307 -1.41484 5.6 -1.6 -1.6 -0.465
C 1.54387 0.20336 -0.79271 -1.3 1.6 -3.1 -0.391
C 0.06257 0.75993 -0.40788 4.0 -0.9 1.1 0.050
H -0.49657 0.68416 2.63536 -0.7 0.4 -1.5 0.163
H -1.76564 1.73275 2.09144 0.1 -0.5 -1.4 0.195
H -1.83505 -1.06440 1.55179 -1.3 -3.8 3.0 0.219
H -2.34265 0.16888 0.49796 -1.6 -0.7 -0.9 0.224
H -0.17502 -2.76992 -0.37282 0.5 3.6 -2.1 0.210
H 2.07896 -1.99378 -1.05297 -1.4 1.6 -0.4 0.214
H 1.58201 -1.29230 -2.57484 -1.6 0.6 2.2 0.223
H 2.18701 0.28317 0.02501 0.9 -0.5 1.5 0.219
H 2.01639 0.78220 -1.63263 -0.4 0.1 1.0 0.196
H -0.19552 1.28912 -1.26016 -1.4 1.4 -1.4 0.184
O 0.03364 1.59140 0.80602 -2.1 -1.9 -0.7 -0.529
```
Positions in Å, forces in eV/Å.

***

Here are the calculated relative energy (zero: lowest compared OMol25 entry of this formula, charge and spin) numbers, same order: 80.8, 79.0, 31.8, 209.2, 32.6, 92.1 (kcal/mol).